{
  "formula": "C4H6ClN",
  "method": "ωB97M-V/def2-TZVPD",
  "symbols": ["Cl", "C", "C", "C", "C", "N", "H", "H", "H", "H", "H", "H"],
  "xyz": [[-2.9681, -0.7476, 0.0976], [-1.9736, 0.6554, 0.0392], [-0.6552, 0.6532, 0.0487], [0.2199, -0.5608, 0.1177], [1.5618, -0.5112, -0.5583], [1.4726, -0.5287, 0.8528], [-2.5365, 1.6503, 0.0408], [-0.0534, 1.5529, 0.0557], [-0.3282, -1.4773, 0.1183], [1.7537, 0.3681, -1.1286], [1.9511, -1.4002, -1.0266], [1.5559, 0.3458, 1.3427]],
  "gap_ev": 9.990,
  "smiles": "Cl/C=C\\[C@H]1CN1",
  "lumo_energy_ev": 0.97,
  "relative_energy_kcal_mol": 34.6,
  "total_energy_ha": -670.8935,
  "multiplicity": 1
}